[1]
This record from the Open Molecules 2025 dataset describes 2 unconnected molecules or ions with the total composition C2H9NOSi at a distorted geometry. The level of theory is ωB97M-V/def2-TZVPD.

Values from the calculation:
- electronic energy (eV) = -13634.47945
- relative energy (zero: lowest compared OMol25 entry of this formula, charge and spin) (kJ/mol) = 264.7
- strongest force on any atom (eV/Å) = 2.90
- Kohn-Sham gap (eV) = 8.66

```
! wB97M-V def2-TZVPD RIJCOSX def2/J DEFGRID3
* xyz 0 1
C -1.72 -0.59 0.39
C 1.07 -0.68 -1.32
N 0.99 -0.10 1.62
O -0.06 2.68 -0.23
Si 0.08 -0.07 0.17
H -1.80 -1.38 1.13
H -2.31 0.25 0.73
H -2.15 -0.95 -0.54
H 1.19 -1.76 -1.29
H 0.57 -0.42 -2.25
H 2.06 -0.23 -1.34
H 1.90 0.33 1.59
H 0.52 0.17 2.48
H -0.34 2.75 -1.14
*
```

Atom charges from the Löwdin analysis, given in e for atoms 1 to 8: -0.181, -0.184, -0.062, -0.441, 0.739, 0.028, 0.032, 0.028

=====

[2]
This record from the Open Molecules 2025 dataset describes a molecular structure, C25H15Cl5CuN3O7 at a distorted geometry. The level of theory is ωB97M-V/def2-TZVPD.

Values from the calculation:
- electronic energy (eV) = -152213.07509
- relative energy (zero: lowest compared OMol25 entry of this formula, charge and spin) (kJ/mol) = 1504.5
- strongest force on any atom (eV/Å) = 1.18
- Kohn-Sham gap (spin up / spin down) (eV) = 6.11 / 6.55

```
! wB97M-V def2-TZVPD RIJCOSX def2/J DEFGRID3
* xyz -2 1
Cu -0.22 -0.67 -0.46
O -4.08 1.31 -4.28
C -3.82 2.23 -3.37
O -4.35 3.32 -3.39
C -2.83 1.87 -2.32
C -2.43 2.72 -1.30
N -1.54 2.07 -0.55
N -1.33 0.84 -1.03
C -2.10 0.69 -2.10
C -2.01 -0.64 -2.82
O -2.72 -0.77 -3.85
O -1.22 -1.48 -2.33
H -3.54 0.45 -4.13
H -2.73 3.73 -1.08
H -0.94 2.36 0.33
Cl 5.92 -4.26 1.64
C 4.38 -3.41 1.51
C 3.64 -3.57 0.35
C 2.42 -2.90 0.28
Cl 1.49 -3.02 -1.19
C 1.98 -2.13 1.34
O 0.70 -1.55 1.13
C 2.75 -1.89 2.46
Cl 2.57 -0.34 4.41
C 3.96 -2.57 2.52
H 3.98 -4.18 -0.47
H 4.64 -2.40 3.37
Cl -1.41 0.41 4.24
C -1.39 -1.32 4.13
C -2.08 -2.04 5.07
C -2.15 -3.42 4.98
C -1.56 -4.04 3.90
C -0.87 -3.31 2.94
Cl -0.30 -4.25 1.58
C -0.70 -1.92 3.05
N -0.04 -1.04 2.20
C 1.82 0.94 3.24
C 1.59 -0.93 5.47
C 4.21 -0.12 4.65
C 4.80 1.01 4.07
C 4.18 1.90 3.25
C 2.78 1.81 2.87
C 2.35 2.83 1.81
C 0.87 3.24 1.75
O 0.56 4.39 2.05
O 0.10 2.31 1.34
H -2.57 -1.50 5.87
H -2.69 -4.00 5.72
H -1.63 -5.11 3.76
H 0.46 -0.24 2.63
H 2.11 -1.63 6.12
H 4.63 -0.79 5.39
H 5.84 1.18 4.33
H 4.74 2.73 2.86
H 2.59 2.39 0.84
H 2.96 3.73 1.93
*
```

Atom charges from the Löwdin analysis, given in e for atoms 1 to 8: 0.433, 0.082, -0.531, 0.044, -0.065, -0.011, 0.047, 0.022

=====

[3]
This record from the Open Molecules 2025 dataset describes a molecular structure, C16H24Cl5O16Pd at a distorted geometry. The level of theory is ωB97M-V/def2-TZVPD.

Values from the calculation:
- electronic energy (eV) = -115813.40003
- ⟨S²⟩ = 2.009
- relative energy (zero: lowest compared OMol25 entry of this formula, charge and spin) (kJ/mol) = 317.9
- strongest force on any atom (eV/Å) = 5.72
- Kohn-Sham gap (spin up / spin down) (eV) = 7.02 / 3.58

```
! wB97M-V def2-TZVPD RIJCOSX def2/J DEFGRID3
* xyz 1 3
Pd 0.09 5.09 -23.02
Cl 3.17 5.89 -22.61
O 2.63 5.39 -23.85
O 4.31 5.07 -22.34
O 3.39 7.29 -22.60
O 2.12 5.52 -21.68
C 6.82 7.39 -20.75
C 6.51 8.65 -21.56
O 5.75 9.38 -20.62
C 5.73 8.87 -19.37
O 5.27 9.40 -18.32
O 6.53 7.79 -19.38
H 7.87 7.08 -20.78
H 6.09 6.63 -21.02
H 5.99 8.46 -22.50
H 7.48 9.11 -21.71
C 5.26 4.14 -19.01
C 6.64 3.87 -19.68
O 6.82 2.52 -19.31
C 6.18 2.25 -18.16
O 6.47 1.40 -17.36
O 5.19 3.18 -17.96
H 4.50 4.12 -19.78
H 5.29 5.16 -18.62
H 7.28 4.64 -19.26
H 6.65 4.00 -20.76
C -2.68 8.74 -19.88
C -2.38 7.69 -18.80
O -1.75 6.71 -19.60
C -1.21 7.24 -20.63
O -0.57 6.66 -21.43
O -1.70 8.46 -20.80
H -2.56 9.78 -19.60
H -3.68 8.53 -20.26
H -3.33 7.38 -18.36
H -1.72 8.17 -18.08
C -0.02 10.62 -24.71
C 0.46 10.58 -23.25
O 0.78 9.19 -23.07
C 0.41 8.47 -24.02
O 0.34 7.25 -24.02
O 0.05 9.27 -25.07
H 0.72 11.18 -25.27
H -1.03 11.04 -24.66
H -0.31 10.93 -22.57
H 1.36 11.18 -23.11
Cl 3.76 3.81 -28.45
C 4.30 4.01 -26.81
C 3.65 3.04 -25.80
Cl 4.12 1.38 -26.06
H 4.03 5.06 -26.69
H 5.39 3.95 -26.83
H 2.56 3.08 -25.84
H 4.03 3.34 -24.83
Cl 1.99 9.94 -27.62
C 3.26 9.27 -26.58
C 3.21 7.78 -26.47
Cl 3.32 7.03 -28.08
H 3.00 9.68 -25.60
H 4.22 9.70 -26.87
H 2.32 7.41 -25.96
H 4.06 7.50 -25.84
*
```

Atom charges from the Löwdin analysis, given in e for atoms 1 to 8: 1.118, 0.682, -0.285, -0.229, -0.225, -0.248, -0.091, -0.114

=====

Repeat the second record exactly.
This record from the Open Molecules 2025 dataset describes a molecular structure, C25H15Cl5CuN3O7 at a distorted geometry. The level of theory is ωB97M-V/def2-TZVPD.

Values from the calculation:
- electronic energy (eV) = -152213.07509
- relative energy (zero: lowest compared OMol25 entry of this formula, charge and spin) (kJ/mol) = 1504.5
- strongest force on any atom (eV/Å) = 1.18
- Kohn-Sham gap (spin up / spin down) (eV) = 6.11 / 6.55

```
! wB97M-V def2-TZVPD RIJCOSX def2/J DEFGRID3
* xyz -2 1
Cu -0.22 -0.67 -0.46
O -4.08 1.31 -4.28
C -3.82 2.23 -3.37
O -4.35 3.32 -3.39
C -2.83 1.87 -2.32
C -2.43 2.72 -1.30
N -1.54 2.07 -0.55
N -1.33 0.84 -1.03
C -2.10 0.69 -2.10
C -2.01 -0.64 -2.82
O -2.72 -0.77 -3.85
O -1.22 -1.48 -2.33
H -3.54 0.45 -4.13
H -2.73 3.73 -1.08
H -0.94 2.36 0.33
Cl 5.92 -4.26 1.64
C 4.38 -3.41 1.51
C 3.64 -3.57 0.35
C 2.42 -2.90 0.28
Cl 1.49 -3.02 -1.19
C 1.98 -2.13 1.34
O 0.70 -1.55 1.13
C 2.75 -1.89 2.46
Cl 2.57 -0.34 4.41
C 3.96 -2.57 2.52
H 3.98 -4.18 -0.47
H 4.64 -2.40 3.37
Cl -1.41 0.41 4.24
C -1.39 -1.32 4.13
C -2.08 -2.04 5.07
C -2.15 -3.42 4.98
C -1.56 -4.04 3.90
C -0.87 -3.31 2.94
Cl -0.30 -4.25 1.58
C -0.70 -1.92 3.05
N -0.04 -1.04 2.20
C 1.82 0.94 3.24
C 1.59 -0.93 5.47
C 4.21 -0.12 4.65
C 4.80 1.01 4.07
C 4.18 1.90 3.25
C 2.78 1.81 2.87
C 2.35 2.83 1.81
C 0.87 3.24 1.75
O 0.56 4.39 2.05
O 0.10 2.31 1.34
H -2.57 -1.50 5.87
H -2.69 -4.00 5.72
H -1.63 -5.11 3.76
H 0.46 -0.24 2.63
H 2.11 -1.63 6.12
H 4.63 -0.79 5.39
H 5.84 1.18 4.33
H 4.74 2.73 2.86
H 2.59 2.39 0.84
H 2.96 3.73 1.93
*
```

Atom charges from the Löwdin analysis, given in e for atoms 1 to 8: 0.433, 0.082, -0.531, 0.044, -0.065, -0.011, 0.047, 0.022

=====

electronic energy of number 1 (C2H9NOSi)?
-13634.47945 eV

=====

The lowest strongest force on any atom belongs to which entry?
C25H15Cl5CuN3O7